one:
The following is a quantum chemistry calculation of an isolated molecule of C4H4IN, from the Open Molecules 2025 dataset.

XYZ file:
```
10
Properties=species:S:1:pos:R:3:nbo_charge:R:1
C 0.548 -1.450 1.173 -0.129
C 0.408 -1.052 -0.083 -0.135
C -0.502 1.384 0.422 -0.183
C -0.651 1.348 1.693 -0.188
N -0.174 0.254 -0.442 -0.597
I -1.172 2.643 3.192 0.232
H 0.868 -2.217 1.826 0.195
H 0.694 -1.520 -0.974 0.211
H -0.649 2.314 -0.234 0.220
H 0.140 0.564 -1.299 0.373
```

E_LUMO (spin up / spin down), eV: -0.131 / -0.682
Net charge: 0



two:
The following is a quantum chemistry calculation of an isolated molecule of C4H4IN, from the Open Molecules 2025 dataset.

XYZ file:
```
10
Properties=species:S:1:pos:R:3:nbo_charge:R:1
C -1.242 0.317 -0.074 0.444
C -1.588 -0.937 -0.124 -0.645
C 0.644 1.206 -0.125 -0.076
C 1.190 0.076 0.295 -0.386
N -0.783 1.433 0.049 -0.428
I 3.200 -0.374 -0.043 0.133
H -1.335 -1.562 0.731 0.242
H -2.151 -1.387 -0.971 0.256
H 1.231 1.995 -0.643 0.225
H 0.833 -0.768 0.904 0.235
```

E_LUMO, eV: 0.479
SMILES: C=C=N/C=C/I
Net charge: 0



Which is the most stable structure? two is the most stable.



one:
The following is a quantum chemistry calculation of a structure of composition C8H13N2, from the Open Molecules 2025 dataset.

XYZ file:
```
23
Properties=species:S:1:pos:R:3:nbo_charge:R:1
C -1.283 0.233 -0.899 -0.189
C -0.251 0.702 -0.011 0.254
C -2.987 1.468 0.108 -0.051
C -2.629 -0.454 -0.399 0.000
C -3.009 0.387 0.862 -0.234
C 2.783 -1.221 -0.672 -0.641
C 1.689 0.833 1.160 -0.435
C 1.307 -1.139 -0.340 -0.242
N -2.621 0.754 -1.176 -0.328
N 0.833 0.116 0.278 -0.238
H -0.959 -0.509 -1.767 0.254
H -0.340 1.597 0.547 0.229
H -3.245 2.494 0.177 0.237
H -2.784 -1.378 -0.821 0.239
H -3.297 0.270 1.848 0.236
H 2.984 -1.098 -1.734 0.245
H 3.378 -0.580 0.025 0.225
H 3.086 -2.292 -0.470 0.253
H 2.097 1.724 0.657 0.242
H 1.087 1.163 2.076 0.240
H 2.464 0.140 1.482 0.237
H 0.925 -1.867 0.368 0.232
H 0.772 -1.343 -1.300 0.235
```

E_LUMO, eV: -4.346
Net charge: +1



two:
The following is a quantum chemistry calculation of the ion C8H13N2 with charge +1, from the Open Molecules 2025 dataset.

XYZ file:
```
23
Properties=species:S:1:pos:R:3:nbo_charge:R:1
C -2.528 1.125 -0.616 0.036
C -1.675 0.254 1.617 -0.430
C -2.227 -1.184 -0.427 -0.249
C 0.499 1.461 -0.482 -0.229
C 0.286 -0.844 0.434 -0.206
C -1.468 0.913 0.363 0.093
C -1.169 -0.595 0.473 -0.181
C 2.466 -0.090 -0.526 -0.442
N -2.918 -0.014 -1.056 -0.311
N 0.962 0.069 -0.579 -0.361
H -2.944 2.004 -0.764 0.212
H -1.174 0.422 2.579 0.263
H -2.714 0.118 1.925 0.261
H -1.809 -1.628 -1.266 0.216
H -2.920 -1.707 0.094 0.233
H 0.583 1.929 -1.418 0.218
H 0.789 2.077 0.341 0.233
H 0.795 -0.757 1.411 0.245
H 0.746 -1.856 0.084 0.242
H 3.027 0.424 0.196 0.251
H 2.712 -1.171 -0.512 0.237
H 2.972 0.389 -1.441 0.250
H 0.641 -0.233 -1.427 0.418
```

E_LUMO, eV: -3.843
Net charge: +1



Which is the most stable structure? one is the most stable.



one:
The following is a quantum chemistry calculation of a cluster of 11 separate species, C23H68NO23S in total, from the Open Molecules 2025 dataset.

XYZ file:
```
116
Properties=species:S:1:pos:R:3:lowdin_charge:R:1
C 2.031 1.555 5.330 0.005
N 3.020 0.953 4.349 -0.336
C 4.381 0.989 5.074 -0.011
C 2.661 -0.431 4.099 -0.024
C 3.112 1.881 3.215 -0.119
C 1.967 1.678 2.141 -0.209
O 2.065 2.359 0.878 -0.093
H 2.035 1.061 6.246 0.078
H 0.944 1.691 5.113 0.135
H 2.432 2.528 5.535 0.095
H 4.263 0.538 6.051 0.071
H 4.690 2.030 5.621 0.160
H 5.218 0.420 4.465 0.156
H 1.504 -0.588 3.725 0.156
H 2.718 -1.044 4.961 0.102
H 2.973 -0.721 3.136 0.081
H 3.978 1.622 2.412 0.188
H 3.216 2.842 3.232 0.072
H 0.863 1.802 2.655 0.149
H 1.945 0.610 1.458 0.181
H 1.348 2.079 0.336 -0.024
S -0.025 0.065 -1.195 0.303
O 0.209 1.361 -0.536 -0.333
O -0.893 0.187 -2.278 -0.253
O 1.234 -0.534 -1.718 -0.343
O -0.584 -0.766 -0.211 -0.289
C 0.343 1.079 -5.313 -0.173
C 1.724 0.370 -4.895 -0.230
O 2.010 1.078 -3.716 -0.158
O -0.896 0.425 -4.900 -0.050
H 0.087 0.918 -6.472 0.132
H 0.419 2.118 -5.301 0.072
H 2.481 0.485 -5.478 0.027
H 1.593 -0.823 -4.862 0.146
H 1.794 0.319 -2.859 0.127
H -0.836 0.475 -4.035 -0.090
C 4.247 0.961 -1.011 -0.247
C 5.443 0.745 -1.890 -0.245
O 6.034 1.985 -2.178 0.005
O 3.646 -0.379 -0.729 -0.167
H 3.629 1.705 -1.394 0.088
H 4.580 1.306 0.011 0.106
H 4.969 0.263 -2.880 0.173
H 6.103 0.184 -1.274 0.103
H 5.636 2.361 -2.813 -0.033
H 2.583 -0.257 -0.978 0.083
C -1.596 -2.349 4.621 -0.241
C -1.986 -1.256 3.531 -0.278
O -0.862 -0.888 2.945 -0.039
O -2.503 -2.640 5.653 -0.093
H -0.549 -2.086 5.188 0.145
H -1.335 -3.314 4.048 0.130
H -2.305 -0.422 4.145 0.111
H -2.677 -1.659 2.910 0.084
H -0.863 -1.032 2.024 0.039
H -3.076 -3.408 5.492 0.092
C 0.161 -3.366 -4.191 -0.212
C 1.111 -3.468 -2.989 -0.274
O 1.940 -2.382 -3.146 -0.122
O -0.752 -4.531 -4.212 -0.136
H 0.790 -3.227 -5.063 0.104
H -0.600 -2.531 -4.209 0.131
H 1.701 -4.426 -2.792 0.133
H 0.517 -3.403 -1.976 0.130
H 1.703 -1.552 -2.637 0.008
H -1.422 -4.201 -4.896 0.106
C -3.057 -3.163 -0.551 -0.200
C -3.847 -2.739 -1.840 -0.218
O -3.809 -3.859 -2.689 -0.068
O -3.043 -2.069 0.368 -0.129
H -1.998 -3.642 -0.702 0.145
H -3.585 -3.853 0.070 0.101
H -3.291 -1.984 -2.267 0.089
H -4.769 -2.381 -1.734 0.079
H -2.836 -3.993 -2.663 0.071
H -2.229 -1.474 0.217 0.060
C -1.646 4.582 -1.813 -0.141
C -0.611 3.713 -2.643 -0.161
O 0.656 3.615 -1.946 -0.015
O -2.933 4.325 -2.400 -0.019
H -1.428 5.577 -1.704 0.088
H -1.574 3.908 -0.930 0.105
H -0.571 4.139 -3.607 0.102
H -1.010 2.702 -2.645 0.092
H 0.688 2.955 -1.412 -0.089
H -3.085 3.525 -2.533 -0.113
C -5.297 2.301 -1.389 -0.297
C -4.299 1.170 -1.863 -0.163
O -3.229 1.586 -2.807 -0.058
O -6.316 1.678 -0.701 -0.132
H -5.824 3.014 -2.343 0.187
H -4.689 3.137 -0.744 0.129
H -4.792 0.549 -2.458 0.063
H -3.873 0.604 -1.044 0.108
H -2.511 1.052 -2.657 -0.027
H -5.829 0.849 -0.186 0.174
C 2.200 -4.305 1.544 -0.267
C 1.218 -3.149 1.567 -0.239
O 0.167 -3.573 0.724 -0.019
O 3.280 -4.021 2.412 -0.148
H 2.785 -4.546 0.631 0.129
H 1.828 -5.318 1.940 0.143
H 1.776 -2.324 1.047 0.134
H 1.223 -2.905 2.642 0.106
H -0.213 -2.826 0.423 -0.037
H 4.079 -3.548 1.977 0.133
C -3.122 2.521 2.711 -0.151
C -2.434 2.367 1.368 -0.211
O -1.067 2.921 1.276 -0.159
O -4.460 2.033 2.288 -0.088
H -3.109 3.472 2.927 0.071
H -2.785 1.884 3.379 0.055
H -3.084 2.713 0.600 0.067
H -2.324 1.223 0.941 0.160
H -0.624 2.237 0.542 0.091
H -4.990 1.979 3.105 0.083
```

E_LUMO, eV: 0.948
Net charge: -1



two:
The following is a quantum chemistry calculation of a cluster of 11 separate species, C23H68NO23S in total, from the Open Molecules 2025 dataset.

XYZ file:
```
116
Properties=species:S:1:pos:R:3:lowdin_charge:R:1
C 1.500 2.055 4.019 -0.010
N 2.218 2.342 2.739 -0.311
C 1.642 3.465 1.992 0.027
C 3.533 2.807 3.202 -0.006
C 2.255 1.190 1.795 -0.048
C 3.007 -0.143 2.343 -0.153
O 3.143 -1.108 1.313 -0.094
H 0.413 1.777 3.825 0.115
H 1.332 2.887 4.892 0.171
H 1.892 1.197 4.539 0.085
H 1.167 4.070 2.592 0.070
H 0.904 3.085 1.428 0.067
H 2.216 3.936 1.300 0.093
H 3.929 2.150 3.843 0.063
H 3.505 3.830 3.602 0.129
H 4.109 2.852 2.345 0.093
H 2.779 1.379 0.857 0.148
H 1.299 1.132 1.685 0.050
H 2.649 -0.448 3.206 0.037
H 4.233 0.213 2.329 0.187
H 2.263 -1.210 0.839 0.071
S -0.282 -0.535 -0.407 0.358
O 0.569 0.458 -0.869 -0.271
O -0.730 -1.435 -1.421 -0.304
O 0.507 -1.322 0.565 -0.346
O -1.527 -0.009 0.219 -0.319
C -2.618 -3.805 -2.604 -0.195
C -1.229 -4.431 -2.508 -0.221
O -0.316 -3.423 -2.893 -0.097
O -2.755 -2.836 -1.470 -0.126
H -3.290 -4.386 -2.539 -0.005
H -2.978 -3.408 -3.473 0.096
H -1.042 -5.313 -3.182 0.113
H -1.066 -4.803 -1.288 0.178
H -0.466 -2.705 -2.261 -0.011
H -1.885 -2.194 -1.501 0.024
C 1.958 -4.472 -0.109 -0.246
C 3.164 -4.593 0.849 -0.350
O 4.279 -4.558 0.114 -0.119
O 0.851 -4.036 0.653 -0.123
H 1.815 -5.532 -0.628 0.150
H 2.331 -3.673 -0.943 0.149
H 3.025 -5.415 1.444 0.081
H 3.228 -3.690 1.571 0.135
H 5.168 -4.723 0.760 0.211
H 0.765 -3.020 0.329 0.101
C -3.454 3.904 1.329 -0.195
C -1.990 3.495 1.228 -0.204
O -1.740 2.246 1.982 -0.103
O -3.655 4.957 0.334 -0.082
H -3.914 4.192 2.265 0.117
H -4.056 3.130 0.938 0.096
H -1.469 4.370 1.580 0.103
H -1.715 3.465 0.262 0.069
H -1.739 1.514 1.241 0.081
H -4.568 5.171 0.368 0.050
C -4.511 -2.533 2.945 -0.218
C -3.771 -1.750 1.755 -0.236
O -3.285 -0.519 2.164 -0.068
O -5.124 -3.691 2.475 -0.029
H -5.156 -1.564 3.385 0.174
H -3.903 -2.786 3.740 0.068
H -4.456 -1.560 1.085 0.070
H -3.033 -2.239 1.333 0.065
H -2.769 -0.219 1.424 -0.001
H -4.350 -4.092 2.209 0.043
C -3.818 0.997 -2.373 -0.156
C -5.095 1.691 -2.783 -0.222
O -4.966 2.050 -4.186 -0.108
O -3.940 0.668 -0.903 -0.060
H -3.126 1.744 -2.404 0.089
H -3.588 0.112 -2.910 0.111
H -5.040 2.581 -2.293 0.082
H -5.796 0.913 -2.523 0.122
H -5.559 2.862 -4.414 0.123
H -3.048 0.746 -0.697 -0.024
C 4.604 -1.327 -1.629 -0.274
C 3.200 -0.891 -2.127 -0.203
O 2.984 0.474 -1.734 -0.128
O 4.688 -2.607 -2.052 -0.046
H 4.847 -1.263 -0.531 0.111
H 5.471 -0.600 -2.124 0.160
H 2.353 -1.280 -1.651 0.074
H 3.114 -1.100 -3.220 0.133
H 2.057 0.708 -1.514 0.010
H 4.435 -3.224 -1.440 -0.003
C 0.122 0.508 -5.652 -0.259
C 0.042 -0.048 -4.225 -0.216
O -1.150 -0.771 -4.095 -0.043
O 1.184 1.404 -5.774 -0.079
H -0.681 0.889 -5.984 0.034
H 0.102 -0.355 -6.476 0.163
H 0.129 0.850 -3.622 0.119
H 0.787 -0.652 -4.070 0.060
H -1.165 -1.150 -3.211 0.033
H 0.818 2.358 -5.886 0.138
C -0.181 -2.121 5.122 -0.237
C -0.224 -1.504 3.679 -0.215
O 0.625 -2.334 2.967 -0.164
O -0.940 -1.345 5.973 -0.068
H 0.830 -2.234 5.576 0.127
H -0.593 -3.032 5.264 0.081
H 0.192 -0.421 3.487 0.128
H -1.043 -1.859 3.075 0.118
H 0.521 -1.847 2.023 0.062
H -0.362 -0.645 6.263 0.066
C 1.838 5.029 -1.892 -0.270
C 1.701 3.516 -1.882 -0.283
O 0.448 3.083 -1.576 0.000
O 3.161 5.287 -2.200 -0.039
H 1.559 5.507 -0.893 0.128
H 1.184 5.564 -2.572 0.119
H 2.455 2.971 -1.343 0.106
H 1.996 3.331 -2.927 0.131
H 0.505 2.214 -1.401 -0.037
H 3.558 5.466 -1.377 0.059
```

E_LUMO, eV: 1.248
Net charge: -1



Which is the most stable structure? two is the most stable.